Version 1
{"formula": "C4H3N3", "method": "ωB97M-V/def2-TZVPD", "symbols": ["C", "C", "C", "C", "N", "N", "N", "H", "H", "H"], "positions_angstrom": [[1.83, -0.39, 0.73], [-1.94, 0.19, 0.45], [-0.07, -0.23, -0.89], [0.82, 0.36, 0.22], [2.81, -0.92, 1.11], [-2.98, 0.66, 0.56], [-0.88, -0.51, 0.23], [-0.36, 0.63, -1.57], [0.22, -1.22, -1.33], [0.55, 1.44, 0.49]], "homo_lumo_gap_ev": [8.383, 8.388], "e_homo_ev": [-10.184, -10.187]}



Version 2
{"formula": "C4H3N3", "method": "ωB97M-V/def2-TZVPD", "symbols": ["C", "C", "C", "C", "H", "H", "H", "N", "N", "N"], "positions_angstrom": [[-0.04, -0.78, -0.01], [0.57, 0.50, 0.26], [1.88, 0.43, -0.04], [-0.11, 1.67, 0.11], [-1.99, -0.14, 0.21], [-1.81, -1.86, -0.14], [0.66, -1.63, -0.19], [-1.47, -0.98, -0.03], [3.00, 0.08, -0.04], [-0.68, 2.71, -0.13]], "homo_lumo_gap_ev": 8.784, "smiles": "N#CC(C#N)=CN", "e_homo_ev": -9.292}



Of them, version 2 has the highest stability.



Version 1
{"formula": "C4H3N3", "method": "ωB97M-V/def2-TZVPD", "symbols": ["N", "C", "C", "N", "C", "C", "N", "H", "H", "H"], "positions_angstrom": [[-2.13, 1.64, 2.00], [-1.34, 1.11, 1.34], [-0.36, 0.44, 0.53], [0.73, -0.16, 1.02], [1.19, -0.90, -0.01], [0.40, -0.73, -1.15], [-0.67, 0.01, -0.85], [2.08, -1.51, 0.09], [0.53, -1.11, -2.15], [-0.40, 1.22, -0.71]], "homo_lumo_gap_ev": 10.362, "smiles": "N#Cc1ncc[nH]1", "e_homo_ev": -10.184}



Version 2
{"formula": "C4H3N3", "method": "ωB97M-V/def2-TZVPD", "symbols": ["N", "C", "C", "N", "C", "C", "N", "H", "H", "H"], "positions_angstrom": [[-0.43, -2.28, 2.39], [-0.42, -1.56, 1.48], [-0.37, -0.64, 0.38], [-1.34, -0.33, -0.42], [-0.79, 0.63, -1.32], [0.53, 0.81, -0.95], [0.79, 0.06, 0.14], [-0.80, 1.72, -0.99], [1.23, 1.47, -1.44], [1.60, 0.12, 0.74]], "homo_lumo_gap_ev": 9.606, "smiles": "N#Cc1ncc[nH]1", "e_homo_ev": -9.232}



Version 3
{"formula": "C4H3N3", "method": "ωB97M-V/def2-TZVPD", "symbols": ["N", "C", "C", "N", "C", "C", "N", "H", "H", "H"], "positions_angstrom": [[-1.45, 2.16, 1.94], [-0.98, 1.33, 1.28], [-0.52, 0.27, 0.39], [0.82, -0.06, 0.43], [1.72, -0.16, -0.68], [0.97, -1.17, -0.86], [-1.33, -0.47, -0.27], [2.65, 0.33, -0.87], [0.43, -2.05, -1.17], [-2.29, -0.16, -0.19]], "homo_lumo_gap_ev": 9.797, "smiles": "[H]/N=C(\\C#N)N1C=C1", "e_homo_ev": -9.410}



Version 4
{"formula": "C4H3N3", "method": "ωB97M-V/def2-TZVPD", "symbols": ["N", "C", "C", "N", "C", "C", "N", "H", "H", "H"], "positions_angstrom": [[3.16, -0.54, 0.36], [2.01, -0.45, 0.24], [0.60, -0.30, 0.10], [-0.43, -1.20, 0.16], [-1.68, -0.61, -0.10], [-1.33, 0.71, -0.34], [0.03, 0.86, -0.27], [-0.91, -1.70, 0.92], [-1.98, 1.54, -0.53], [0.54, 1.69, -0.54]], "homo_lumo_gap_ev": 8.381, "e_homo_ev": -8.744}



Of them, version 1 has the highest stability.



Version 1
{"formula": "C3H4N4S", "method": "ωB97M-V/def2-TZVPD", "symbols": ["C", "C", "C", "H", "H", "H", "H", "N", "N", "N", "N", "S"], "positions_angstrom": [[0.11, 0.31, -0.07], [-0.28, -1.94, -0.51], [0.47, -1.84, -1.75], [-0.48, 2.67, 2.36], [-0.84, -2.88, -0.23], [0.79, -2.64, -2.42], [0.88, 1.26, -1.81], [0.13, 1.35, 0.69], [-0.47, -0.90, 0.23], [0.84, -0.63, -2.18], [0.60, 0.42, -1.39], [-0.62, 1.30, 2.16]], "homo_lumo_gap_ev": 7.394, "smiles": "S/N=c1\\nccn[nH]1", "e_homo_ev": -7.776}



Version 2
{"formula": "C3H4N4S", "method": "ωB97M-V/def2-TZVPD", "symbols": ["C", "C", "C", "H", "H", "H", "H", "N", "N", "N", "N", "S"], "positions_angstrom": [[1.76, 0.79, 0.14], [0.58, 0.60, -0.79], [-1.59, -1.40, 0.75], [2.59, 1.28, -0.30], [1.32, 1.68, 0.92], [1.83, -0.22, 0.75], [-2.07, -1.99, 1.58], [-0.46, -0.29, -0.36], [-0.41, -0.83, 0.75], [-2.48, -0.95, -0.28], [-1.68, -0.23, -1.02], [0.61, 1.56, -2.15]], "homo_lumo_gap_ev": 7.989, "e_homo_ev": -9.047}



Version 3
{"formula": "C3H4N4S", "method": "ωB97M-V/def2-TZVPD", "symbols": ["C", "C", "C", "H", "H", "H", "H", "N", "N", "N", "N", "S"], "positions_angstrom": [[1.48, -0.24, 0.55], [-1.16, 0.64, -0.29], [-2.45, 0.93, -0.95], [0.88, -2.02, 1.46], [-0.32, -1.42, 0.38], [1.92, 0.75, -1.11], [-1.27, 0.76, 0.94], [0.61, -1.16, 0.93], [1.03, 0.39, -0.60], [-0.08, 0.72, -1.04], [-3.58, 0.69, -1.50], [2.93, -0.04, 1.24]], "homo_lumo_gap_ev": 8.211, "smiles": "N#C/C=N/NC(N)=S", "e_homo_ev": -9.143}



Of them, version 1 has the highest stability.



Version 1
{"formula": "C7H10", "method": "ωB97M-V/def2-TZVPD", "symbols": ["C", "C", "C", "C", "C", "C", "C", "H", "H", "H", "H", "H", "H", "H", "H", "H", "H"], "positions_angstrom": [[-0.11, -0.93, 0.91], [-2.10, 0.23, -0.20], [-0.87, -0.25, -0.19], [0.76, 1.66, 0.11], [1.56, 0.64, 0.46], [1.20, -0.73, -0.01], [0.21, -0.67, -1.20], [-0.49, -1.96, 0.88], [-0.14, -0.53, 1.93], [-2.57, 0.50, 0.75], [-2.66, 0.32, -1.11], [0.32, 1.77, -0.86], [0.47, 2.42, 0.83], [2.16, 0.70, 1.37], [1.98, -1.49, -0.01], [0.48, -0.05, -2.05], [-0.05, -1.68, -1.54]], "homo_lumo_gap_ev": 9.569, "smiles": "C=CC1CC(=C)C1", "e_homo_ev": -8.503}



Version 2
{"formula": "C7H10", "method": "ωB97M-V/def2-TZVPD", "symbols": ["C", "C", "C", "C", "C", "C", "C", "H", "H", "H", "H", "H", "H", "H", "H", "H", "H"], "positions_angstrom": [[-1.79, 0.55, -0.07], [-1.01, -0.74, -0.19], [0.37, -0.83, -0.79], [1.21, 0.43, -0.92], [1.40, 0.90, 0.50], [0.85, 0.05, 1.38], [0.17, -1.09, 0.70], [-2.55, 0.61, -0.86], [-2.31, 0.61, 0.89], [-1.15, 1.43, -0.15], [-1.64, -1.60, -0.42], [0.57, -1.66, -1.46], [0.73, 1.20, -1.54], [2.18, 0.21, -1.40], [1.91, 1.82, 0.76], [0.86, 0.18, 2.46], [0.22, -2.08, 1.13]], "homo_lumo_gap_ev": 9.930, "smiles": "C[C@@H]1[C@@H]2C=CC[C@H]12", "e_homo_ev": -8.747}



Of them, version 2 has the highest stability.



Version 1
{"formula": "C7H10", "method": "ωB97M-V/def2-TZVPD", "symbols": ["C", "C", "C", "C", "C", "C", "C", "H", "H", "H", "H", "H", "H", "H", "H", "H", "H"], "positions_angstrom": [[-0.85, 0.69, -1.38], [-0.65, -0.75, -1.03], [0.55, 0.04, -1.39], [1.07, -0.14, 0.08], [0.65, 0.75, 1.30], [-0.62, -0.13, 1.52], [-0.15, -1.05, 0.38], [-1.36, 0.80, -2.33], [-0.40, 1.57, -0.94], [-1.06, -1.48, -1.71], [1.16, 0.12, -2.27], [2.09, -0.52, 0.09], [0.47, 1.82, 1.15], [1.36, 0.63, 2.12], [-0.68, -0.62, 2.50], [-1.56, 0.39, 1.31], [-0.02, -2.12, 0.59]], "homo_lumo_gap_ev": 9.921, "smiles": "C1C[C@H]2[C@@H]1[C@H]1C[C@@H]21", "e_homo_ev": -8.693}



Version 2
{"formula": "C7H10", "method": "ωB97M-V/def2-TZVPD", "symbols": ["C", "C", "C", "C", "C", "C", "C", "H", "H", "H", "H", "H", "H", "H", "H", "H", "H"], "positions_angstrom": [[-1.70, -0.88, 0.17], [-0.50, -0.66, -0.71], [0.17, 0.72, -0.95], [-0.35, 2.01, -0.34], [0.77, -0.31, -0.11], [1.72, -0.66, 0.76], [1.79, -1.84, 1.52], [-2.62, -0.76, -0.40], [-1.67, -1.89, 0.59], [-1.72, -0.18, 1.01], [-0.44, -1.31, -1.58], [0.59, 0.83, -1.95], [0.45, 2.75, -0.27], [-1.15, 2.42, -0.98], [-0.76, 1.86, 0.66], [2.62, -0.09, 0.66], [2.81, -2.03, 1.91]], "homo_lumo_gap_ev": [7.131, 7.369], "e_homo_ev": [-7.802, -8.032]}



Of them, version 1 has the highest stability.